# 1
Formula: C6H15N
Source: the Open Molecules 2025 dataset
Level of theory: wB97M-V/def2-TZVPD

Each line ends with the Löwdin charge.
Element x y z (Å)
C: 1.1299 -3.8308 -1.6225  -0.07
N: -0.2202 -0.9335 -0.5588  0.07
C: -0.2080 0.0504 0.2981  -0.45
C: -0.1543 1.5031 -0.1842  -0.39
C: 0.5241 2.4666 0.7839  -0.08
C: -1.5952 1.9085 -0.4898  -0.06
C: -0.3202 -0.1779 1.7923  -0.03
H: 0.5402 -3.7341 -2.5403  0.02
H: 1.3430 -4.8774 -1.4542  0.00
H: 0.5402 -3.4216 -0.7991  -0.01
H: 2.0607 -3.2745 -1.7312  0.01
H: 0.8456 -0.6768 -0.2763  0.15
H: 0.3937 1.4643 -1.1272  0.13
H: 0.6197 3.4638 0.3470  0.08
H: 1.5173 2.1234 1.0622  0.08
H: -0.0481 2.5834 1.7045  0.08
H: -2.1937 1.9661 0.4280  0.08
H: -1.6414 2.8877 -0.9645  0.08
H: -2.0536 1.1854 -1.1547  0.08
H: -1.2111 0.3255 2.1800  0.09
H: 0.5417 0.2422 2.3334  0.08
H: -0.4103 -1.2438 1.9733  0.08

Relative energy (zero: lowest compared OMol25 entry of this formula, charge and spin)   333.2 kJ/mol
HOMO   -7.8 eV
Kohn-Sham gap   0.3159 Eh

---

# 2
Formula: C17H25GeN7OReSSe
Source: the Open Molecules 2025 dataset
Level of theory: wB97M-V/def2-TZVPD

Each line ends with the Löwdin spin population.
Element x y z (Å)
Re: 0.4078 1.1030 -0.9861  2.33
C: 3.8963 -1.2509 0.1999  0.02
C: 2.6951 -0.3870 0.1372  0.10
N: 1.9348 -0.3100 -0.9384  -0.03
N: 2.2523 -1.0332 -1.9934  -0.02
C: 1.5212 -0.9521 -3.0727  0.00
N: 1.8147 -1.6723 -4.1410  -0.01
S: 0.1019 0.0900 -3.1725  0.13
C: 2.2694 0.4325 1.2529  0.01
C: 2.8465 0.3702 2.5224  0.02
C: 2.3450 1.1731 3.5330  0.02
C: 1.3036 2.0472 3.2467  0.02
C: 0.7733 2.0578 1.9660  0.03
N: 1.2325 1.2688 1.0018  0.04
H: 3.9606 -1.8478 -0.7040  0.00
H: 3.8705 -1.9091 1.0666  0.00
H: 4.7959 -0.6380 0.2823  0.01
H: 2.6217 -2.2769 -4.1358  0.00
H: 1.2570 -1.6047 -4.9793  0.00
H: 3.6608 -0.3126 2.7017  0.00
H: 2.7596 1.1177 4.5266  0.00
H: 0.9053 2.7069 4.0015  0.00
H: -0.0548 2.7073 1.7069  0.00
N: -2.1007 4.6665 -2.2468  0.01
C: -1.0306 3.9168 -1.9973  0.01
O: -1.1333 2.8238 -1.3820  0.05
C: 0.2548 4.4071 -2.5073  0.04
C: 1.2424 3.5477 -2.1436  0.06
N: 1.6587 2.5500 -1.6859  0.05
C: 0.3631 5.5060 -3.3630  0.01
N: 0.4503 6.4125 -4.0604  0.02
H: -3.0183 4.3659 -1.9574  0.00
H: -2.0212 5.5494 -2.7316  0.00
C: -3.6193 -2.0644 2.0922  0.00
Ge: -1.8557 -2.8036 1.5903  0.00
C: -0.3708 -2.2818 2.8048  0.00
C: -1.8733 -4.7437 1.2158  0.00
C: -1.3154 -1.8791 -0.1747  0.03
Se: -1.5879 0.0279 -0.0067  0.02
C: -3.1137 0.2488 -1.1706  0.02
H: -3.8872 -2.3947 3.0914  0.00
H: -4.3886 -2.4268 1.4160  0.00
H: -3.6202 -0.9756 2.0853  0.00
H: -0.5893 -2.6141 3.8157  0.00
H: -0.2236 -1.2027 2.8235  0.00
H: 0.5530 -2.7649 2.4943  0.00
H: -2.0671 -5.2727 2.1445  0.00
H: -0.9183 -5.0773 0.8213  0.00
H: -2.6583 -4.9944 0.5096  0.00
H: -1.8774 -2.2413 -1.0315  0.00
H: -0.2540 -2.0549 -0.3393  0.00
H: -3.9551 -0.3191 -0.7720  0.00
H: -2.8495 -0.0980 -2.1686  0.00
H: -3.3645 1.3070 -1.1880  0.00

Total charge   +2
Relative energy (zero: lowest compared OMol25 entry of this formula, charge and spin)   72.4 kJ/mol
HOMO (alpha / beta)   -14.2 / -14.3 eV
Spin multiplicity   4
Kohn-Sham gap (alpha / beta)   0.2587 / 0.2162 Eh

---

# 3
Formula: C5H9N2S2
Source: the Open Molecules 2025 dataset
Level of theory: wB97M-V/def2-TZVPD

Each line ends with the Löwdin charge.
Element x y z (Å)
C: 0.1406 -2.5218 -0.1625  -0.28
C: -1.1473 -1.8166 0.2376  -0.40
S: -1.3225 -0.1035 -0.3896  0.98
C: 0.1077 0.6133 0.1186  -0.76
S: 1.5744 -0.0689 -0.3329  0.98
C: 1.4185 -1.8015 0.2448  -0.40
H: 0.1457 -3.5122 0.3006  0.13
H: 0.1432 -2.6992 -1.2425  0.13
H: -2.0141 -2.3294 -0.1989  0.10
H: -1.2781 -1.7765 1.3245  0.10
H: 0.0818 1.4770 0.7896  0.03
H: 1.5557 -1.7874 1.3324  0.10
H: 2.2895 -2.2909 -0.2118  0.10
C: 0.0533 3.3468 -0.4927  -0.09
N: -0.9440 4.1420 -0.1108  -0.14
N: -1.8322 4.7785 0.2624  0.26
H: 0.0104 2.9107 -1.4984  0.08
H: 1.0172 3.4396 0.0295  0.09

Total charge   +1
Relative energy (zero: lowest compared OMol25 entry of this formula, charge and spin)   472.6 kJ/mol
HOMO   -12.2 eV
Kohn-Sham gap   0.2050 Eh

---

# 4
Formula: C14H33N2O4S2Si
Source: the Open Molecules 2025 dataset
Level of theory: wB97M-V/def2-TZVPD

Each line ends with the Löwdin charge.
Element x y z (Å)
C: 4.8118 -0.5711 -1.1406  -0.25
Si: 3.7229 -2.0442 -0.4357  0.31
C: 3.6363 -3.4106 -1.7919  -0.28
C: 1.9588 -1.3800 -0.0530  -0.23
N: 4.6253 -2.6934 0.9768  -0.26
C: 3.7179 -3.0590 2.1297  -0.44
C: 4.4723 -4.2772 2.9858  -0.22
C: 6.0586 -4.4563 2.6046  -0.31
N: 6.5601 -5.6655 3.4182  -0.10
H: 5.8351 -0.5622 -0.5436  0.03
H: 5.0031 -0.7915 -2.2743  0.01
H: 4.2895 0.4660 -0.9414  0.02
H: 2.9349 -4.3133 -1.4964  0.03
H: 3.2831 -3.0355 -2.8460  0.01
H: 4.7317 -3.8762 -1.8822  0.04
H: 1.9332 -0.1952 -0.1564  0.02
H: 1.4955 -1.7282 0.9641  0.03
H: 1.2300 -1.7783 -0.9099  0.04
H: 2.6491 -3.3858 1.7836  0.06
H: 3.7178 -2.1287 2.8675  0.08
H: 3.9284 -5.2715 2.6533  0.09
H: 4.3518 -4.0306 4.1262  0.09
H: 6.7239 -3.5088 2.8195  0.11
H: 6.2212 -4.7496 1.4697  0.10
H: 7.5702 -5.4780 3.6069  0.03
H: 6.5515 -6.4742 2.7421  0.05
C: -0.7548 3.5851 -0.1734  -0.22
C: -1.9476 3.3704 -1.1037  -0.24
C: -1.4802 2.4741 -2.2493  -0.22
S: -0.1529 1.4750 -1.5924  0.65
O: 1.0744 1.8362 -2.2703  -0.32
O: -0.6010 0.1013 -1.4793  -0.34
C: -0.1383 2.2093 0.0312  -0.23
H: -1.0566 4.0355 0.7767  0.12
H: -0.0293 4.2546 -0.6509  0.12
H: -2.7552 2.8735 -0.5525  0.05
H: -2.3429 4.3189 -1.4805  0.11
H: -2.2833 1.8233 -2.6043  0.10
H: -1.0822 3.0622 -3.0808  0.10
H: 0.8828 2.2487 0.4144  0.11
H: -0.7623 1.5912 0.6836  0.11
C: -7.0835 1.5158 -0.8250  -0.22
C: -7.8118 2.5591 0.0209  -0.22
C: -6.7509 3.3650 0.7687  -0.22
S: -5.2798 3.3152 -0.2438  0.68
O: -4.2555 2.5800 0.4680  -0.32
O: -5.0423 4.6301 -0.8050  -0.32
C: -5.9508 2.2616 -1.5147  -0.23
H: -7.7521 1.0415 -1.5493  0.12
H: -6.6763 0.7318 -0.1753  0.12
H: -8.3859 3.2245 -0.6353  0.12
H: -8.5179 2.0949 0.7165  0.12
H: -7.0600 4.4039 0.9094  0.11
H: -6.5125 2.9130 1.7354  0.11
H: -5.1734 1.6002 -1.9009  0.11
H: -6.3317 2.9033 -2.3148  0.11

Total charge   -1
HOMO   -1.9 eV
Kohn-Sham gap   0.1233 Eh

---

# 5
Formula: C4H11N3
Source: the Open Molecules 2025 dataset
Level of theory: wB97M-V/def2-TZVPD

Each line ends with the Löwdin charge.
Element x y z (Å)
H: -3.1249 0.2754 1.6632  0.03
N: -3.3073 0.3732 0.6713  0.06
C: -2.4203 0.8802 -0.0778  -0.36
N: -1.0940 0.5897 -0.2587  0.00
C: -0.3621 -0.2160 0.6891  -0.22
C: 1.1268 0.1269 0.7883  -0.19
C: 1.8877 -0.0827 -0.5182  -0.32
N: 1.8022 -1.4336 -1.0147  0.00
H: -2.7265 1.5138 -0.9273  0.11
H: -0.6970 1.1050 -1.0242  0.11
H: -0.4617 -1.2628 0.3844  0.11
H: -0.7917 -0.1735 1.6872  0.11
H: 1.1387 1.1579 1.1479  0.11
H: 1.5872 -0.5149 1.5429  0.11
H: 1.4702 0.6686 -1.2108  0.10
H: 2.9149 0.2207 -0.3549  0.11
H: 0.8452 -1.6918 -1.2499  0.06
H: 2.2126 -1.5360 -1.9378  0.07

Relative energy (zero: lowest compared OMol25 entry of this formula, charge and spin)   192.0 kJ/mol
HOMO   -8.5 eV
Kohn-Sham gap   0.3447 Eh

---

# 6
Formula: C14H16O
Source: the Open Molecules 2025 dataset
Level of theory: wB97M-V/def2-TZVPD

Each line ends with the Löwdin charge.
Element x y z (Å)
C: -2.4033 -2.1303 -1.1345  -0.08
C: -1.9269 -1.5793 0.1901  -0.28
C: -1.7127 -2.5274 1.2114  -0.04
C: -1.5032 -2.1142 2.5256  0.00
C: -1.5972 -0.7298 2.7868  -0.31
O: -1.3610 -0.3581 4.0856  0.05
C: -1.8195 0.2057 1.7927  -0.02
C: -2.1398 -0.2806 0.5359  -0.07
H: -2.1220 -3.1524 -1.3800  0.07
H: -2.2320 -1.4692 -1.9795  0.06
H: -3.5031 -2.2175 -1.3137  0.09
H: -1.5445 -3.5558 0.9326  0.11
H: -1.1881 -2.8542 3.2406  0.11
H: -1.4044 0.5861 4.1382  0.09
H: -2.0519 1.2504 1.9693  0.11
H: -2.5242 0.3608 -0.2552  0.12
C: 2.9348 -0.5925 -2.7858  -0.05
C: 2.4640 0.7195 -2.1604  -0.28
C: 1.2885 1.2699 -2.6537  -0.04
C: 0.7876 2.4011 -1.9509  -0.09
C: 1.3912 2.8802 -0.8169  -0.11
C: 2.5501 2.2719 -0.3473  -0.10
C: 3.1210 1.2457 -1.0492  -0.06
H: 2.2078 -1.0874 -3.4208  0.07
H: 3.2693 -1.2520 -1.9782  0.08
H: 3.8440 -0.4441 -3.3633  0.07
H: 0.6828 0.8585 -3.4447  0.10
H: 0.0685 3.0120 -2.4920  0.10
H: 1.0196 3.6672 -0.1685  0.10
H: 3.1517 2.8259 0.3700  0.11
H: 3.9825 0.7140 -0.6575  0.11

Relative energy (zero: lowest compared OMol25 entry of this formula, charge and spin)   115.8 kJ/mol
HOMO   -8.3 eV
Kohn-Sham gap   0.3350 Eh

---

| no. | E (eV) |
| --- | --- |
| 1 | -7952.3129 |
| 2 | -165325.6537 |
| 3 | -29970.7435 |
| 4 | -55768.5430 |
| 5 | -8795.6294 |
| 6 | -16824.0349 |